[1]
{
  "formula": "C24H71N13O9",
  "method": "wB97M-V/def2-TZVPD",
  "charge": -1,
  "e_above_lowest_ev": 0.775,
  "homo_ev": [0.5832, -6.8665],
  "energy_ev": -63835.240,
  "e_lumo_ev": [2.137, 2.066],
  "spin_multiplicity": 2,
  "symbols": ["C", "O", "N", "N", "H", "H", "H", "H", "C", "O", "N", "N", "H", "H", "H", "H", "C", "O", "N", "N", "H", "H", "H", "H", "C", "O", "N", "N", "H", "H", "H", "H", "C", "C", "C", "O", "C", "N", "H", "H", "H", "H", "H", "H", "H", "H", "H", "H", "H", "C", "C", "C", "O", "C", "N", "H", "H", "H", "H", "H", "H", "H", "H", "H", "H", "H", "C", "C", "C", "O", "C", "N", "H", "H", "H", "H", "H", "H", "H", "H", "H", "H", "H", "C", "C", "C", "O", "C", "N", "H", "H", "H", "H", "H", "H", "H", "H", "H", "H", "H", "C", "C", "C", "O", "C", "N", "H", "H", "H", "H", "H", "H", "H", "H", "H", "H", "H"],
  "positions_angstrom": [[-4.47500, 0.35375, 2.55392], [-3.98597, -0.59822, 3.07164], [-5.00961, 1.31490, 3.28549], [-4.55362, 0.56027, 1.30676], [-5.60180, 1.94922, 2.76872], [-4.84314, 1.42841, 4.27520], [-3.98861, 0.08234, 0.61941], [-5.22732, 1.22506, 0.95422], [5.98041, 0.37560, -0.07745], [4.75805, 0.26172, -0.07907], [6.73345, -0.39879, 0.61291], [6.58836, 1.33210, -0.72635], [7.67040, -0.50571, 0.25123], [6.42167, -1.32870, 0.85408], [5.97478, 1.93467, -1.25601], [7.58574, 1.42914, -0.85245], [-2.17149, 6.11367, 0.83465], [-2.35078, 5.91397, 2.05643], [-1.35351, 5.41831, 0.08529], [-2.80028, 7.00672, 0.14622], [-1.16336, 5.77885, -0.83881], [-0.81008, 4.59195, 0.29005], [-2.90240, 7.04870, -0.85773], [-3.39763, 7.66868, 0.62064], [5.43514, -3.14693, -1.09712], [6.16764, -3.13887, -0.08864], [5.28559, -4.24266, -1.81484], [4.70109, -2.22188, -1.49850], [5.77398, -5.09191, -1.56914], [4.64404, -4.21417, -2.59440], [3.90394, -2.62603, -1.96895], [4.53356, -1.49442, -0.81818], [-3.97962, 0.41439, -2.60457], [-3.39858, -0.89885, -2.03140], [-2.31327, -1.50807, -2.85609], [-2.02107, -2.81858, -2.26910], [-1.46620, -3.85461, -3.09320], [-3.13886, -0.81793, -0.62462], [-4.51437, 0.91720, -1.79877], [-4.52323, 0.38995, -3.54902], [-3.16974, 1.06528, -2.93402], [-4.15871, -1.67726, -2.09749], [-1.47144, -0.81567, -2.85672], [-2.68269, -1.46986, -3.88087], [-0.48047, -3.45841, -3.33712], [-2.07414, -4.03163, -3.98043], [-1.23245, -4.80840, -2.62018], [-3.30588, -1.73198, -0.22875], [-2.17685, -0.58450, -0.42428], [-4.65761, 6.35539, 6.20231], [-3.79744, 6.04890, 4.98299], [-3.09999, 4.65015, 5.13257], [-2.08059, 4.62332, 6.10135], [-1.90804, 3.32384, 6.58311], [-4.52941, 5.93637, 3.73730], [-5.25896, 5.45440, 6.32351], [-5.26997, 7.24367, 6.04722], [-4.01960, 6.44502, 7.08153], [-3.00691, 6.79896, 4.95928], [-2.65600, 4.36391, 4.17913], [-3.92592, 3.98311, 5.37953], [-2.65291, 3.15677, 7.36116], [-0.93269, 3.07310, 7.00016], [-2.16877, 2.55238, 5.85855], [-4.64234, 6.90889, 3.48921], [-3.84951, 5.86511, 2.99382], [1.41314, -2.23758, -5.27371], [2.59097, -1.69551, -4.47684], [2.82873, -0.15046, -4.71736], [1.99163, 0.67646, -4.01462], [2.52127, 1.95349, -3.70809], [2.23986, -2.06784, -3.12170], [0.47023, -1.71028, -5.12891], [1.35852, -3.32602, -5.25303], [1.60031, -2.16921, -6.34534], [3.47173, -2.14447, -4.93599], [2.58908, 0.10914, -5.74851], [3.88666, 0.00479, -4.50578], [3.46731, 1.85596, -3.17557], [1.77206, 2.52397, -3.15914], [2.65685, 2.53483, -4.62010], [1.52482, -2.77603, -3.20703], [1.73414, -1.29329, -2.71622], [-0.79938, 2.54217, 2.30654], [-0.41090, 1.77512, 1.04539], [-0.26590, 0.27432, 1.16584], [0.11004, -0.39149, -0.10801], [1.46693, -0.23010, -0.49955], [-1.42211, 2.13945, 0.05458], [-1.17474, 3.55917, 2.19284], [0.02520, 2.65050, 3.01113], [-1.55418, 1.93866, 2.81064], [0.47656, 2.25437, 0.63207], [-1.15340, -0.26581, 1.49553], [0.54043, -0.03238, 1.83208], [1.59968, -0.14962, -1.57844], [2.02740, -1.06087, -0.07085], [1.84021, 0.69901, -0.06886], [-1.21780, 1.52126, -0.71755], [-2.32737, 1.86114, 0.40552], [0.43407, -4.98864, -0.04714], [1.91749, -5.45008, 0.36581], [2.65548, -6.29549, -0.80150], [1.91565, -7.42548, -1.17476], [1.92711, -8.39381, -0.17231], [2.53092, -4.14610, 0.47670], [-0.10359, -5.69024, -0.68492], [0.41040, -4.11126, -0.69347], [-0.08677, -4.64549, 0.84676], [1.88056, -5.96427, 1.32620], [3.70062, -6.45986, -0.53926], [2.72664, -5.61236, -1.64788], [2.93227, -8.71422, 0.10174], [1.42453, -9.31776, -0.45837], [1.44124, -8.03007, 0.73306], [1.96729, -3.58995, 1.10369], [3.48906, -4.21183, 0.78936]],
  "atomic_forces_ev_per_a": [[-0.11, -0.12, 3.09], [2.40, -3.23, 1.41], [-1.95, 2.72, 1.45], [-1.10, 1.38, -5.55], [0.30, 0.49, 0.85], [-0.26, -0.30, -0.44], [-0.06, -0.64, -0.43], [0.46, 0.07, -0.06], [-3.19, 0.31, -0.27], [-1.07, 0.15, -0.15], [3.83, -3.28, 2.29], [0.97, 2.94, -2.23], [0.19, 0.21, 0.25], [-0.68, -0.09, -0.09], [0.28, -0.01, 0.01], [-0.36, -0.13, 0.19], [0.73, -2.45, 3.00], [0.38, 0.35, -0.80], [2.31, -1.27, -1.93], [-3.14, 4.24, -1.54], [0.00, -0.20, -0.07], [-0.58, 0.07, 0.57], [0.44, -0.45, 0.14], [0.16, -0.31, 0.17], [3.64, -3.20, 3.76], [0.39, 0.08, 0.01], [0.28, -3.15, -1.71], [-3.38, 4.39, -1.42], [-0.17, 0.35, -0.16], [0.35, -0.45, 0.11], [-0.77, 1.37, -0.32], [-0.28, 0.67, -0.17], [1.23, 0.20, -0.03], [-1.83, -0.59, -0.77], [0.71, -0.31, 0.13], [-0.74, 0.05, -0.19], [0.74, 1.79, -0.31], [0.42, 0.03, 0.59], [-0.21, 0.04, -0.33], [-0.58, -0.73, 0.30], [0.41, 0.31, 0.52], [-0.58, 0.14, -0.08], [0.74, -0.35, 0.21], [0.06, -0.90, -0.33], [0.16, -0.28, -0.85], [0.05, 0.03, -0.14], [-0.75, 0.27, 0.77], [0.23, -0.10, 0.20], [0.39, -0.01, -0.10], [0.21, -0.83, -0.57], [1.74, -1.31, 0.68], [-0.52, 1.32, -0.37], [0.46, 0.23, 0.25], [-0.88, -0.85, 0.54], [-0.60, 1.32, -0.02], [-0.58, 0.25, 0.29], [-0.05, -0.06, 0.14], [-0.05, 0.20, 0.01], [0.29, 0.16, -0.30], [-0.21, -0.03, -0.22], [-0.01, -0.47, 0.12], [-0.07, -0.09, 0.51], [0.19, 0.64, -0.20], [0.34, 0.03, -0.54], [-1.40, 0.75, 0.18], [0.79, -1.36, -0.24], [0.45, 0.21, -2.48], [-1.84, 0.94, -1.35], [0.13, -1.30, -0.49], [-0.94, 0.23, 1.85], [-0.39, 0.08, -0.50], [0.80, -0.09, 0.69], [-0.02, -0.26, 0.49], [-0.40, -0.13, 0.96], [0.13, 0.62, -0.42], [0.41, -0.37, 0.71], [0.70, -0.61, -0.67], [0.15, 0.43, 0.11], [0.02, 0.16, 0.18], [0.08, -0.31, 0.40], [0.37, -0.01, -0.29], [0.11, -0.28, 0.29], [0.20, 0.16, 0.12], [0.45, -0.94, 1.07], [-0.58, 1.69, -0.44], [1.68, -1.28, -0.74], [-1.33, 0.81, 0.14], [-0.10, 0.53, 1.20], [0.14, -0.45, -0.34], [-0.15, -0.20, -0.60], [0.21, -0.26, 0.06], [-0.33, 0.18, 0.25], [0.58, -0.47, 0.18], [-0.29, 0.38, -0.01], [0.06, 0.32, 0.53], [-0.40, 0.07, 0.29], [0.35, -0.07, -0.27], [0.36, 0.00, -0.10], [-0.30, 0.08, -0.70], [-0.42, 0.01, 0.06], [0.84, -0.79, -0.32], [-1.42, 0.77, -2.27], [-1.35, 2.04, 1.26], [0.42, -0.22, -0.42], [-0.08, -0.66, 0.77], [1.04, -0.11, -0.14], [-0.26, -0.59, 0.77], [0.85, 0.25, 0.04], [-0.35, -0.54, 0.02], [0.02, -0.40, -0.08], [0.11, -0.67, 0.37], [-0.40, -0.08, -0.17], [0.40, 0.21, 0.00], [-0.26, 0.29, -0.49], [-0.08, 0.00, 0.13], [0.35, 0.28, 0.13], [0.16, 0.30, 0.37]]
}



[2]
{
  "formula": "C24H71NO21",
  "method": "wB97M-V/def2-TZVPD",
  "smiles": "COC[C@H](C)N.OCCO.OCCO.OCCO.OCCO.OCCO.OCCO.OCCO.OCCO.OCCO.OCCO",
  "e_above_lowest_ev": 7.874,
  "homo_ev": -9.3521,
  "energy_ev": -70514.419,
  "e_lumo_ev": -0.101,
  "symbols": ["C", "C", "C", "O", "C", "N", "H", "H", "H", "H", "H", "H", "H", "H", "H", "H", "H", "C", "C", "O", "O", "H", "H", "H", "H", "H", "H", "C", "C", "O", "O", "H", "H", "H", "H", "H", "H", "C", "C", "O", "O", "H", "H", "H", "H", "H", "H", "C", "C", "O", "O", "H", "H", "H", "H", "H", "H", "C", "C", "O", "O", "H", "H", "H", "H", "H", "H", "C", "C", "O", "O", "H", "H", "H", "H", "H", "H", "C", "C", "O", "O", "H", "H", "H", "H", "H", "H", "C", "C", "O", "O", "H", "H", "H", "H", "H", "H", "C", "C", "O", "O", "H", "H", "H", "H", "H", "H", "C", "C", "O", "O", "H", "H", "H", "H", "H", "H"],
  "positions_angstrom": [[-0.68167, 0.56868, -0.30757], [-0.66119, -0.29058, 0.96952], [0.78368, -0.58483, 1.47806], [1.50027, 0.47896, 1.85681], [2.80743, 0.05264, 2.42037], [-1.52550, 0.37205, 1.91090], [-0.51258, 1.58355, 0.05235], [-1.49665, 0.91151, -0.94504], [0.19797, 0.33913, -0.90893], [-1.08383, -1.24347, 0.65098], [1.28072, -1.10619, 0.65998], [0.75186, -1.31442, 2.28724], [3.48483, 0.88361, 2.22366], [3.30826, -0.88217, 2.16858], [2.69294, -0.02403, 3.50163], [-2.31235, 0.74829, 1.40158], [-0.89389, 1.13024, 2.12610], [10.24112, -0.56675, 2.77992], [10.78051, 0.86884, 2.66392], [10.68300, 1.34027, 1.33879], [11.01172, -1.41052, 1.91370], [9.20435, -0.55089, 2.44381], [10.28058, -0.92716, 3.80785], [11.73756, 0.87357, 3.18559], [10.19499, 1.51991, 3.31306], [11.02637, 2.23563, 1.29373], [11.05014, -0.91910, 1.08990], [-0.32217, 7.26253, 1.56090], [0.73786, 6.37293, 0.74790], [0.19083, 6.02716, -0.51792], [-0.80907, 6.56648, 2.63515], [-1.14258, 7.61747, 0.93718], [0.22946, 8.04672, 2.07942], [1.09336, 5.52875, 1.33872], [1.58684, 6.98769, 0.44889], [0.90344, 5.67345, -1.05520], [-1.73439, 6.42133, 2.42462], [-9.81466, 1.69426, -0.26736], [-8.77526, 1.99566, 0.83343], [-9.34823, 2.72759, 1.93805], [-10.77821, 0.72823, 0.15091], [-9.21251, 1.39094, -1.12382], [-10.42055, 2.52512, -0.62885], [-7.90401, 2.61656, 0.62487], [-8.41955, 1.04423, 1.22885], [-9.89826, 3.41086, 1.54791], [-10.44771, -0.11526, -0.16675], [4.57885, -5.05834, 4.69715], [3.50200, -5.62779, 3.67783], [2.63986, -6.26850, 4.52812], [5.77474, -4.54304, 4.07081], [4.77803, -5.70661, 5.55049], [4.27610, -4.10452, 5.12919], [3.97597, -6.34633, 3.00913], [2.98800, -4.86067, 3.09867], [1.79609, -6.26769, 4.07025], [6.27901, -5.30760, 3.78314], [-5.22662, 0.41848, 7.36115], [-5.89716, 0.88746, 6.06881], [-7.00545, 1.77839, 6.34984], [-6.26136, -0.15981, 8.23053], [-4.64555, 1.18966, 7.86685], [-4.52877, -0.38071, 7.11135], [-6.28700, -0.02816, 5.62410], [-5.30446, 1.42497, 5.32862], [-7.40166, 2.06244, 5.52284], [-5.76916, -0.57806, 8.94075], [-5.88859, 5.38905, -4.83482], [-5.06494, 4.17257, -4.32745], [-4.28140, 3.46071, -5.14510], [-6.57986, 5.00359, -5.92079], [-5.18832, 6.11551, -5.24712], [-6.49006, 5.83099, -4.04046], [-5.53904, 3.33932, -3.80877], [-4.29866, 4.60879, -3.68665], [-4.40295, 2.57183, -4.80345], [-6.06992, 4.33375, -6.38217], [6.44980, -5.72732, -2.19236], [6.33561, -4.19903, -2.12592], [5.07590, -3.89966, -2.80386], [5.47967, -6.40237, -1.35182], [7.42821, -6.11343, -1.90649], [6.26399, -5.97846, -3.23663], [7.13610, -3.69952, -2.67164], [6.31707, -3.73413, -1.14021], [4.53679, -4.35602, -2.15372], [5.89019, -7.01116, -0.73339], [0.15915, -1.09713, -7.42804], [-0.88613, -0.84070, -8.46611], [-0.20989, -0.34192, -9.60370], [1.13907, -2.00565, -7.97921], [-0.26719, -1.24061, -6.43519], [0.72417, -0.17649, -7.28219], [-1.72692, -0.31028, -8.01909], [-1.47767, -1.72187, -8.71455], [0.46314, -1.02647, -9.60977], [1.10771, -2.87745, -7.57848], [-6.07482, -5.80179, 0.23969], [-5.94628, -4.45022, 1.00490], [-6.86380, -3.55232, 0.46007], [-5.20345, -6.76283, 0.68158], [-6.00404, -5.59825, -0.82880], [-7.02334, -6.32850, 0.34447], [-4.92874, -4.06296, 1.05721], [-6.09614, -4.56745, 2.07816], [-6.50047, -3.26195, -0.37973], [-5.51454, -7.65986, 0.53961], [5.81299, 2.58635, -2.57988], [4.32686, 2.70242, -2.35375], [3.77829, 3.70137, -3.20597], [6.49475, 3.68483, -2.00774], [6.06261, 2.68112, -3.63666], [6.10685, 1.57321, -2.30546], [4.12191, 2.88714, -1.29925], [3.80884, 1.79439, -2.66234], [4.31672, 3.74443, -3.99959], [7.36435, 3.49146, -1.64999]],
  "atomic_forces_ev_per_a": [[2.24, 1.60, 0.07], [-0.76, -0.48, -2.03], [-2.16, -2.25, -1.10], [3.01, 1.26, 0.93], [-0.82, 1.68, 0.73], [0.68, -0.41, 1.20], [0.88, 0.33, 0.29], [-0.90, -1.66, 0.08], [-0.16, -0.01, -0.47], [0.09, -0.48, 0.51], [0.08, -0.22, -0.43], [-0.49, -0.26, 0.31], [-0.01, -0.13, -0.05], [-0.75, -0.18, -1.09], [-0.20, 0.15, 0.15], [-0.07, 0.18, 0.11], [-0.64, 0.88, 0.79], [0.30, 0.84, -1.27], [-0.88, -0.27, 1.89], [0.43, -0.49, -0.18], [-0.31, 0.03, 0.69], [-0.25, -0.17, 0.08], [0.21, -0.02, -0.14], [0.79, 0.11, -0.91], [-0.50, 0.02, 0.12], [0.07, -0.01, 0.01], [0.13, -0.05, -0.30], [2.68, -0.44, -0.83], [-0.69, 1.98, -0.53], [-0.70, -0.70, 0.06], [-1.83, -1.43, 1.18], [0.45, 0.24, -0.37], [0.17, 0.70, -0.91], [-0.33, -0.11, 0.13], [0.36, 0.30, 0.82], [-0.02, -0.08, -0.12], [-0.06, -0.48, 0.55], [0.65, 0.17, 0.17], [-0.99, 0.88, 1.02], [-0.25, -0.60, 0.02], [0.70, 0.00, -0.34], [-0.20, -0.44, -0.31], [0.35, 0.52, 0.37], [0.12, -0.35, -1.28], [-0.07, -0.05, 0.05], [-0.09, 0.11, 0.11], [-0.21, -0.26, 0.21], [0.07, 2.04, -1.35], [2.53, 0.81, 1.22], [-1.96, -0.84, 0.51], [-0.16, -1.12, -0.05], [-0.01, -0.54, -0.40], [-1.04, -0.31, 0.21], [0.24, 0.04, -0.33], [0.35, 0.29, -0.04], [-0.33, -0.37, 0.40], [0.30, 0.02, -0.18], [-0.74, -0.21, 0.09], [-1.39, 0.29, 0.21], [0.52, -0.39, 0.58], [1.04, 0.74, -0.88], [-0.31, 0.27, 0.14], [0.14, 0.00, -0.27], [-0.09, -0.07, -0.29], [0.86, -0.43, 0.33], [0.07, -0.11, -0.11], [-0.12, -0.08, 0.16], [2.62, -1.19, 0.28], [-0.21, 2.26, 4.17], [1.55, -2.13, -4.19], [-2.97, -0.86, -2.21], [0.59, 0.55, 0.92], [-0.11, -0.20, -0.09], [-1.60, 1.21, 0.96], [-0.57, 0.55, 1.26], [0.64, -0.14, -0.92], [0.06, -0.06, -0.17], [0.54, -0.27, 0.92], [-0.57, -0.13, -0.94], [1.02, -0.03, 1.12], [-0.30, 0.76, -0.56], [0.26, 0.31, -0.13], [-0.08, -0.18, 0.05], [0.04, -0.28, -0.21], [0.04, -0.43, 0.30], [-1.20, 0.06, -0.35], [0.25, 0.20, -0.18], [0.57, 0.63, 0.13], [-0.90, -0.57, 0.52], [-0.95, 0.12, 0.34], [-0.29, 0.01, 0.62], [0.13, -1.16, 0.04], [-0.04, 0.24, -0.22], [0.46, 1.51, -0.39], [0.51, -0.86, -0.25], [0.76, 0.06, -0.87], [-0.23, 0.01, 0.07], [-1.32, 0.21, 0.08], [0.29, -1.55, 0.47], [-0.23, 0.59, -0.02], [2.59, -0.77, 0.75], [0.42, 0.18, -0.34], [-0.96, 1.23, 0.18], [0.37, -0.04, -0.89], [-0.87, -0.23, -0.02], [-0.11, 0.12, -0.11], [-0.17, 0.27, -0.10], [0.30, -0.10, -0.47], [0.00, -0.04, -1.20], [-0.38, 0.73, 0.62], [-0.10, 0.32, 0.87], [-0.47, -0.45, -0.49], [0.53, 0.12, 0.60], [-0.14, 0.37, -0.12], [0.31, -0.55, 0.37], [0.02, 0.01, 0.00], [-0.10, -0.42, -0.13]]
}